(1)
C19H37B2Br2NO8P | the ωB97M-V functional and the def2-TZVPD basis

Positions of all 70 atoms, in Å:
1 C -1.893 -0.243 4.322
2 C -2.743 0.217 3.023
3 C -2.165 1.549 2.310
4 C -3.520 2.348 1.948
5 C -4.054 3.255 3.186
6 O -4.452 2.796 4.268
7 Br -4.132 5.252 3.002
8 O -1.573 2.438 3.333
9 C -0.790 3.402 2.567
10 O -0.907 4.636 2.559
11 C 0.183 2.425 1.727
12 C 0.869 3.411 0.646
13 P 2.308 4.454 1.286
14 O 2.421 5.664 0.315
15 O 2.044 5.131 2.829
16 O 3.840 3.662 1.172
17 B 1.388 1.812 2.634
18 C 1.423 1.997 4.271
19 O 2.536 1.103 2.084
20 C -0.996 1.418 1.213
21 Br -0.231 -0.466 1.272
22 B -1.403 1.515 -0.392
23 C -1.883 2.869 -1.140
24 O -1.294 0.321 -1.240
25 H -0.808 0.086 4.122
26 H -2.308 0.148 5.306
27 H -1.855 -1.399 4.306
28 H -3.793 0.484 3.425
29 H -2.930 -0.644 2.279
30 H -4.381 1.620 1.693
31 H -3.442 3.061 1.062
32 H 0.133 4.155 0.161
33 H 1.304 2.732 -0.185
34 H 2.413 6.051 2.755
35 H 3.941 3.544 0.193
36 H 2.278 1.424 4.763
37 H 1.563 3.128 4.443
38 H 0.442 1.707 4.772
39 H 3.229 1.141 2.782
40 H -1.151 3.077 -1.997
41 H -2.908 2.653 -1.636
42 H -2.023 3.774 -0.447
43 H -0.561 0.569 -1.861
44 C 0.363 -5.702 -5.390
45 C 1.302 -4.553 -5.032
46 C 1.632 -4.476 -3.538
47 N 0.733 -3.533 -2.733
48 C -0.732 -3.842 -2.920
49 C 1.088 -3.673 -1.238
50 C 2.156 -2.628 -1.011
51 C 1.639 -1.452 -1.810
52 C 1.033 -2.058 -3.069
53 H -0.656 -5.528 -5.044
54 H 0.322 -5.823 -6.475
55 H 0.712 -6.645 -4.961
56 H 0.910 -3.608 -5.416
57 H 2.243 -4.736 -5.561
58 H 2.653 -4.105 -3.407
59 H 1.567 -5.462 -3.072
60 H -0.890 -4.899 -2.701
61 H -1.014 -3.599 -3.944
62 H -1.310 -3.220 -2.235
63 H 0.192 -3.444 -0.656
64 H 1.410 -4.694 -1.029
65 H 3.123 -2.966 -1.396
66 H 2.279 -2.390 0.047
67 H 2.426 -0.731 -2.041
68 H 0.865 -0.924 -1.244
69 H 1.733 -2.027 -3.906
70 H 0.104 -1.560 -3.353

Summary:
E: -6941.75649 a.u.
Net charge: +1

(2)
C19H20GaN3P2S2 | the ωB97M-V functional and the def2-TZVPD basis

Positions of all 47 atoms, in Å:
1 Ga 0.469 0.171 -0.020
2 S 1.130 1.416 1.797
3 C 0.723 2.959 1.059
4 C 0.912 4.077 1.925
5 N 1.041 4.949 2.665
6 C 0.244 3.156 -0.195
7 S -0.135 1.907 -1.372
8 C -0.007 4.482 -0.655
9 N -0.205 5.536 -1.074
10 C -1.777 -0.465 3.303
11 P -1.631 -0.555 1.486
12 C -2.674 0.845 0.946
13 C -2.687 -2.002 1.041
14 C -2.741 -2.169 -0.488
15 P -1.068 -1.824 -1.191
16 C -0.142 -3.236 -0.472
17 C -1.253 -2.329 -2.940
18 H -2.825 -0.424 3.601
19 H -1.260 0.430 3.649
20 H -1.299 -1.335 3.752
21 H -3.699 0.718 1.300
22 H -2.664 0.922 -0.141
23 H -2.259 1.768 1.353
24 H -3.681 -1.870 1.472
25 H -2.237 -2.884 1.503
26 H -3.444 -1.456 -0.925
27 H -3.059 -3.172 -0.777
28 H -0.753 -4.139 -0.453
29 H 0.174 -2.986 0.542
30 H 0.755 -3.406 -1.064
31 H -1.583 -3.366 -3.014
32 H -0.291 -2.215 -3.440
33 H -1.977 -1.679 -3.432
34 N 4.899 -2.910 -8.062
35 C 4.497 -2.597 -7.032
36 C 3.984 -2.219 -5.751
37 C 3.601 -0.900 -5.506
38 C 3.093 -0.547 -4.272
39 C 2.956 -1.506 -3.263
40 C 3.350 -2.824 -3.512
41 C 3.859 -3.178 -4.746
42 C 2.375 -1.136 -2.012
43 C 1.857 -0.865 -0.948
44 H 3.702 -0.159 -6.288
45 H 2.790 0.473 -4.076
46 H 3.258 -3.564 -2.729
47 H 4.160 -4.198 -4.943

Summary:
E: -4304.12684 a.u.

(3)
C36H62AlBBr3F2KMgN7O19SSi2 | the ωB97M-V functional and the def2-TZVPD basis

Positions of all 136 atoms, in Å:
1 C 0.938 6.405 -1.560
2 C 1.304 5.495 -2.900
3 O 2.608 5.550 -3.286
4 O 0.297 4.710 -3.671
5 C -0.675 4.064 -2.758
6 O -1.733 4.740 -2.292
7 C -0.407 2.489 -2.259
8 Si -1.549 1.225 -3.140
9 C -1.042 0.836 -4.986
10 C 0.497 0.296 -5.151
11 C 0.539 -1.138 -5.956
12 C 0.107 -2.443 -5.064
13 C -1.507 -2.725 -4.988
14 N -2.076 -3.218 -6.331
15 C -3.306 2.093 -3.289
16 C -4.044 2.310 -1.842
17 C -5.581 1.713 -1.773
18 C -5.491 0.164 -1.185
19 C -4.799 -0.094 0.316
20 C -4.629 -1.597 0.948
21 C -5.183 -2.861 0.021
22 C -5.887 -2.603 -1.470
23 C -6.055 -1.089 -2.097
24 O -1.779 -0.308 -2.338
25 Si -0.576 -0.657 -1.117
26 N 1.136 -0.527 -1.643
27 C -0.865 0.314 0.568
28 C 0.510 1.009 1.148
29 C 1.298 0.130 2.284
30 C 2.249 -1.072 1.703
31 C 3.851 -0.707 1.617
32 C 4.244 0.424 0.499
33 C 4.876 -0.194 -0.903
34 S 4.377 0.841 -2.382
35 C 5.119 2.563 -2.332
36 N 6.413 3.025 -3.028
37 N 6.765 4.371 -2.843
38 C 5.603 4.851 -1.957
39 O 4.607 3.799 -1.670
40 H 1.752 7.260 -1.398
41 H -0.091 6.967 -1.718
42 H 0.913 5.659 -0.641
43 H 0.709 2.263 -2.616
44 H -0.497 2.527 -1.088
45 H -1.183 1.858 -5.578
46 H -1.810 0.083 -5.502
47 H 1.045 1.083 -5.863
48 H 1.095 0.312 -4.145
49 H 1.651 -1.307 -6.317
50 H -0.137 -1.083 -6.913
51 H 0.512 -2.453 -3.965
52 H 0.593 -3.395 -5.595
53 H -2.128 -1.842 -4.525
54 H -1.655 -3.648 -4.246
55 H -2.977 -3.730 -6.111
56 H -2.300 -2.394 -6.930
57 H -3.196 3.147 -3.826
58 H -3.982 1.432 -4.010
59 H -4.119 3.483 -1.639
60 H -3.328 1.880 -1.003
61 H -6.007 1.611 -2.883
62 H -6.341 2.391 -1.197
63 H -4.432 0.893 0.878
64 H -4.107 -1.746 1.991
65 H -5.047 -3.942 0.476
66 H -6.267 -3.510 -2.127
67 H -6.558 -0.943 -3.151
68 H -0.777 -2.081 -0.743
69 H 1.359 -1.091 -2.491
70 H 1.489 0.452 -1.694
71 H -1.275 -0.442 1.379
72 H -1.710 1.098 0.363
73 H 1.208 1.371 0.263
74 H 0.159 2.013 1.690
75 H 1.938 0.905 2.926
76 H 0.532 -0.349 3.045
77 H 2.165 -1.968 2.488
78 H 1.914 -1.522 0.674
79 H 4.250 -0.402 2.678
80 H 4.415 -1.722 1.339
81 H 5.077 1.115 0.990
82 H 3.373 1.137 0.179
83 H 4.425 -1.277 -1.067
84 H 6.056 -0.322 -0.859
85 H 5.589 5.978 -1.585
86 C -2.514 -1.660 4.175
87 O -1.472 -1.432 3.581
88 O -3.181 -2.696 4.071
89 O -3.064 -0.891 4.972
90 K -7.658 1.630 -3.523
91 Al 0.242 1.824 -7.263
92 C -2.929 -3.075 7.698
93 O -1.917 -3.322 7.062
94 N -4.110 -2.806 7.112
95 N -2.954 -3.048 9.043
96 H -4.954 -2.600 7.619
97 H -4.134 -2.816 6.101
98 H -2.086 -3.245 9.524
99 H -3.778 -2.847 9.585
100 N -3.058 -5.718 1.486
101 O -2.702 -6.313 0.455
102 O -2.241 -5.031 2.120
103 O -4.231 -5.811 1.883
104 C -4.472 0.371 -7.577
105 Br -4.847 1.801 -6.312
106 Br -6.031 -0.751 -7.883
107 Br -3.734 1.053 -9.242
108 H -3.705 -0.264 -7.123
109 B 6.711 4.442 3.637
110 O 5.442 5.058 4.042
111 C 4.485 4.134 3.880
112 O 3.305 4.321 4.127
113 C 5.063 2.916 3.381
114 O 4.462 1.885 3.128
115 O 6.385 3.072 3.227
116 F 7.637 4.423 4.758
117 F 7.290 5.175 2.522
118 Mg -6.058 -1.371 6.795
119 C 3.050 -0.913 5.901
120 O 3.815 -1.939 5.274
121 C 4.656 -2.629 6.203
122 C 4.056 -3.983 6.597
123 O 2.854 -3.816 7.355
124 C 1.686 -4.030 6.569
125 H 2.278 -0.585 5.198
126 H 2.562 -1.266 6.812
127 H 3.696 -0.061 6.132
128 H 4.851 -2.012 7.088
129 H 5.613 -2.803 5.698
130 H 4.769 -4.508 7.242
131 H 3.879 -4.608 5.713
132 H 1.557 -5.100 6.383
133 H 1.731 -3.494 5.618
134 H 0.823 -3.666 7.132
135 O 0.039 0.464 -9.982
136 H 0.446 0.612 -10.816

Summary:
E: -13186.62900 a.u.
Net charge: +1

(4)
C4H7FO | the ωB97M-V functional and the def2-TZVPD basis

Positions of all 13 atoms, in Å:
1 C 0.187 -0.983 0.053
2 C -0.570 -0.083 0.953
3 C -0.025 1.256 0.380
4 C 0.189 -0.264 -1.281
5 H -0.213 -1.966 0.014
6 H -0.449 -0.141 1.995
7 H -1.609 -0.202 0.704
8 H 1.011 1.306 0.790
9 H -0.503 2.233 0.575
10 H -0.597 -0.623 -1.956
11 H 1.144 -0.523 -1.740
12 O -0.071 1.086 -1.016
13 F 1.507 -1.096 0.529

Summary:
Energy relative to the best compared isomer or geometry (same formula, charge and spin): 12.2 kcal/mol
Structure (SMILES): F[C@H]1CCOC1

(5)
C54H126O27 | the ωB97M-V functional and the def2-TZVPD basis

Positions of all 207 atoms, in Å:
1 C 0.233 -0.215 9.150
2 O -1.031 -0.818 8.989
3 C -1.809 -0.199 7.982
4 C -3.176 -0.863 7.896
5 O -4.141 0.015 7.361
6 C -3.810 0.719 6.172
7 C -5.126 1.207 5.591
8 O -4.764 1.836 4.383
9 C -5.843 2.368 3.639
10 H 0.218 0.824 9.492
11 H 0.702 -0.238 8.157
12 H 0.858 -0.814 9.807
13 H -1.265 -0.299 7.035
14 H -1.940 0.850 8.261
15 H -3.485 -1.158 8.901
16 H -3.206 -1.817 7.356
17 H -3.345 0.048 5.444
18 H -3.166 1.560 6.433
19 H -5.624 1.918 6.260
20 H -5.806 0.354 5.482
21 H -5.446 2.756 2.704
22 H -6.486 3.042 4.209
23 H -6.490 1.530 3.338
24 C 2.610 4.033 -6.395
25 O 2.705 3.068 -7.429
26 C 3.693 2.082 -7.139
27 C 3.237 0.722 -7.654
28 O 2.197 0.297 -6.799
29 C 1.332 -0.706 -7.320
30 C 0.870 -1.666 -6.266
31 O -0.103 -1.156 -5.380
32 C -1.065 -2.133 -5.056
33 H 1.922 4.826 -6.678
34 H 3.591 4.516 -6.304
35 H 2.341 3.575 -5.441
36 H 3.754 2.007 -6.047
37 H 4.641 2.479 -7.511
38 H 4.061 0.005 -7.638
39 H 2.779 0.877 -8.636
40 H 1.996 -1.290 -7.972
41 H 0.510 -0.209 -7.843
42 H 1.638 -2.187 -5.679
43 H 0.378 -2.450 -6.865
44 H -1.735 -1.747 -4.290
45 H -0.556 -3.027 -4.674
46 H -1.671 -2.491 -5.897
47 C -4.616 -2.859 0.960
48 O -4.304 -4.167 1.444
49 C -3.365 -4.937 0.691
50 C -3.731 -5.151 -0.788
51 O -3.661 -3.942 -1.539
52 C -2.351 -3.431 -1.719
53 C -2.463 -2.324 -2.768
54 O -2.352 -2.787 -4.087
55 C -3.013 -1.976 -5.077
56 H -5.344 -3.030 0.163
57 H -3.763 -2.358 0.495
58 H -4.990 -2.270 1.793
59 H -3.376 -5.873 1.252
60 H -2.339 -4.569 0.799
61 H -4.775 -5.436 -0.888
62 H -3.023 -5.897 -1.162
63 H -1.708 -4.204 -2.157
64 H -1.949 -3.012 -0.795
65 H -1.685 -1.575 -2.558
66 H -3.437 -1.824 -2.699
67 H -4.026 -1.833 -4.695
68 H -2.849 -2.426 -6.044
69 H -2.551 -0.988 -4.967
70 C 3.121 -6.657 2.155
71 O 3.079 -6.496 3.554
72 C 2.185 -7.437 4.104
73 C 0.735 -7.038 3.811
74 O 0.323 -5.907 4.556
75 C -0.946 -5.448 4.201
76 C -1.333 -4.098 4.763
77 O -0.382 -3.101 4.441
78 C -0.593 -1.860 5.068
79 H 2.291 -6.131 1.681
80 H 3.078 -7.714 1.864
81 H 4.032 -6.276 1.694
82 H 2.376 -7.507 5.176
83 H 2.424 -8.434 3.718
84 H 0.096 -7.898 4.034
85 H 0.680 -6.766 2.753
86 H -1.754 -6.079 4.593
87 H -1.072 -5.353 3.115
88 H -1.424 -4.143 5.854
89 H -2.327 -3.885 4.355
90 H -1.551 -1.396 4.783
91 H 0.143 -1.211 4.594
92 H -0.602 -1.912 6.160
93 C 0.731 -3.522 1.516
94 O 2.011 -3.773 2.079
95 C 2.917 -2.819 1.602
96 C 4.313 -3.020 2.163
97 O 4.295 -3.006 3.555
98 C 4.907 -1.934 4.248
99 C 4.022 -0.714 4.269
100 O 2.844 -1.071 5.009
101 C 1.952 0.021 5.155
102 H 0.853 -3.513 0.429
103 H 0.333 -2.558 1.852
104 H 0.032 -4.267 1.891
105 H 2.598 -1.786 1.784
106 H 3.002 -2.872 0.505
107 H 4.976 -2.259 1.723
108 H 4.767 -3.965 1.851
109 H 5.856 -1.758 3.722
110 H 5.208 -2.268 5.239
111 H 3.774 -0.309 3.287
112 H 4.439 0.115 4.853
113 H 1.078 -0.409 5.639
114 H 1.714 0.441 4.173
115 H 2.413 0.796 5.777
116 C 4.831 2.947 4.133
117 O 6.095 2.343 4.220
118 C 6.877 2.497 3.058
119 C 6.892 1.171 2.267
120 O 5.603 0.722 1.940
121 C 5.110 1.267 0.736
122 C 3.654 0.812 0.510
123 O 2.887 1.509 1.491
124 C 1.505 1.235 1.330
125 H 4.242 2.765 3.226
126 H 4.897 4.041 4.180
127 H 4.172 2.613 4.933
128 H 7.901 2.687 3.395
129 H 6.589 3.365 2.457
130 H 7.318 0.442 2.957
131 H 7.516 1.307 1.376
132 H 5.677 0.949 -0.148
133 H 5.138 2.357 0.817
134 H 3.647 -0.257 0.749
135 H 3.321 1.009 -0.510
136 H 0.981 1.915 2.006
137 H 1.250 0.210 1.631
138 H 1.228 1.441 0.290
139 C 0.664 1.634 -3.187
140 O 1.456 0.917 -2.266
141 C 1.635 -0.495 -2.523
142 C 1.277 -1.285 -1.309
143 O -0.094 -1.585 -1.136
144 C -0.938 -0.472 -0.940
145 C -2.159 -0.878 -0.087
146 O -2.319 0.030 0.969
147 C -3.450 -0.129 1.787
148 H 0.342 2.614 -2.835
149 H -0.112 1.057 -3.691
150 H 1.374 1.921 -3.982
151 H 2.641 -0.591 -2.929
152 H 0.889 -0.778 -3.274
153 H 1.712 -0.867 -0.397
154 H 1.681 -2.286 -1.493
155 H -1.394 -0.200 -1.898
156 H -0.370 0.315 -0.440
157 H -2.144 -1.927 0.235
158 H -3.050 -0.808 -0.728
159 H -4.388 -0.087 1.219
160 H -3.428 0.586 2.604
161 H -3.400 -1.139 2.220
162 C -5.187 0.978 -5.742
163 O -4.278 1.602 -4.860
164 C -3.027 0.938 -4.719
165 C -2.037 1.467 -5.729
166 O -1.880 2.863 -5.628
167 C -1.010 3.420 -6.575
168 C -0.760 4.900 -6.321
169 O -0.811 5.609 -7.530
170 C -1.105 6.976 -7.350
171 H -5.752 0.139 -5.321
172 H -4.694 0.776 -6.695
173 H -5.943 1.757 -5.882
174 H -3.187 -0.123 -4.929
175 H -2.657 1.136 -3.713
176 H -2.270 1.164 -6.760
177 H -1.026 1.077 -5.561
178 H -1.422 3.320 -7.586
179 H -0.062 2.866 -6.617
180 H 0.140 5.103 -5.725
181 H -1.512 5.302 -5.624
182 H -2.187 7.123 -7.266
183 H -0.763 7.575 -8.191
184 H -0.663 7.360 -6.425
185 C -3.423 2.959 -0.393
186 O -2.934 3.733 0.679
187 C -1.579 3.447 0.997
188 C -0.614 4.212 0.068
189 O -0.834 5.568 0.462
190 C 0.269 6.433 0.380
191 C 0.625 6.874 -1.044
192 O 1.232 5.776 -1.695
193 C 1.465 6.012 -3.055
194 H -2.750 2.827 -1.246
195 H -4.308 3.446 -0.806
196 H -3.705 1.990 0.028
197 H -1.433 2.359 0.929
198 H -1.416 3.634 2.056
199 H -0.698 4.076 -1.008
200 H 0.389 3.873 0.357
201 H 1.179 5.975 0.782
202 H 0.043 7.328 0.958
203 H 1.338 7.699 -0.893
204 H -0.183 7.345 -1.611
205 H 0.532 6.324 -3.545
206 H 1.821 5.112 -3.555
207 H 2.203 6.814 -3.192

Summary:
Energy relative to the best compared isomer or geometry (same formula, charge and spin): 290.8 kcal/mol

Number 1: F_max 6.26 eV Å⁻¹. Number 2: F_max 0.47 eV Å⁻¹. Number 3: F_max 9.58 eV Å⁻¹. Number 4: F_max 2.54 eV Å⁻¹. Number 5: F_max 13.82 eV Å⁻¹.